(1)
Here is 7 unconnected molecules or ions with the total composition C22H54O10 from the OMol25 dataset. Energies are from wB97M-V/def2-TZVPD.

Computed properties:
Frontier orbital gap (eV): 9.73
HOMO level (eV): -10.03
Structure (SMILES): O=COCCC(=O)O.CC(C)O.CC(C)O.CC(C)O.CC(C)O.CC(C)O.CC(C)O

Last column: Mulliken charge in e.
Cartesian coordinates (Å):
O 2.273 -3.348 2.365  -0.469
C 1.537 -2.696 1.432  0.255
O 1.665 -1.260 1.114  -0.323
C 0.942 -0.493 2.180  -0.305
C -0.627 -0.166 1.784  -0.131
C -1.586 -1.207 2.636  0.371
O -1.521 -1.364 3.981  -0.508
O -2.612 -2.067 1.960  -0.476
H 0.753 -3.303 0.768  0.250
H 0.939 -1.227 3.121  0.363
H 1.550 0.486 2.491  0.222
H -0.750 -0.460 0.644  0.226
H -0.890 0.975 1.975  0.177
H -2.094 -2.474 1.190  0.346
C 4.995 -6.855 -0.019  -0.794
C 5.167 -5.345 -0.073  0.264
C 5.364 -4.760 1.317  -0.868
O 4.015 -4.760 -0.673  -0.583
H 4.112 -7.128 0.569  -0.043
H 4.842 -7.261 -1.025  0.313
H 5.872 -7.337 0.423  0.358
H 6.028 -5.095 -0.703  0.366
H 4.493 -4.959 1.952  0.006
H 5.474 -3.672 1.264  0.282
H 6.252 -5.179 1.799  0.402
H 3.245 -4.977 -0.121  0.346
C 1.695 -8.447 2.635  -1.441
C 1.867 -6.937 2.581  1.842
C 2.064 -6.353 3.970  -1.306
O 0.715 -6.352 1.981  -0.525
H 0.812 -8.720 3.223  0.421
H 1.542 -8.853 1.629  0.361
H 2.572 -8.929 3.077  0.348
H 2.728 -6.687 1.951  -1.090
H 1.193 -6.551 4.606  0.418
H 2.174 -5.264 3.918  0.282
H 2.952 -6.771 4.453  0.335
H -0.055 -6.569 2.533  0.340
C -0.511 3.925 0.505  -1.302
C 0.820 3.193 0.554  1.243
C 1.940 4.111 1.018  -1.653
O 1.130 2.688 -0.742  -0.390
H -0.473 4.762 -0.201  0.479
H -1.306 3.256 0.157  0.313
H -0.786 4.312 1.491  0.375
H 0.744 2.335 1.231  -0.660
H 2.066 4.955 0.331  0.403
H 2.895 3.574 1.037  0.413
H 1.739 4.504 2.020  0.381
H 1.200 3.444 -1.349  0.345
C 2.436 0.475 -4.521  -1.488
C 1.408 1.508 -4.089  0.793
C 0.109 1.356 -4.866  -1.255
O 1.934 2.816 -4.301  -0.586
H 2.684 0.589 -5.582  0.340
H 3.369 0.604 -3.962  0.360
H 2.067 -0.542 -4.356  0.366
H 1.209 1.405 -3.017  0.195
H 0.275 1.501 -5.939  0.331
H -0.617 2.114 -4.553  0.255
H -0.330 0.366 -4.711  0.363
H 2.113 2.917 -5.251  0.340
C -5.011 4.042 -2.998  -1.164
C -3.680 3.310 -2.949  0.335
C -2.560 4.228 -2.485  -0.512
O -3.370 2.805 -4.245  -0.572
H -4.973 4.879 -3.705  0.356
H -5.806 3.373 -3.346  0.336
H -5.286 4.429 -2.012  0.165
H -3.756 2.452 -2.272  0.215
H -2.434 5.072 -3.173  0.419
H -1.605 3.691 -2.466  0.049
H -2.761 4.621 -1.483  -0.023
H -3.300 3.560 -4.852  0.366
C -5.355 6.652 1.875  -1.462
C -4.899 5.631 0.845  0.470
C -5.564 4.282 1.069  -1.277
O -3.484 5.479 0.925  -0.453
H -5.091 6.331 2.889  0.368
H -4.860 7.614 1.709  0.357
H -6.438 6.803 1.828  0.372
H -5.133 5.994 -0.162  0.285
H -5.307 3.877 2.054  0.418
H -5.217 3.554 0.328  0.264
H -6.653 4.362 0.998  0.379
H -3.267 5.157 1.816  0.317

***

(2)
Here is a molecular structure, C22H56BrCrF6N4O7P from the OMol25 dataset. Energies are from wB97M-V/def2-TZVPD.

Computed properties:
Frontier orbital gap (alpha / beta) (eV): 8.09 / 9.17
2S+1: 5
HOMO level (alpha / beta) (eV): -7.60 / -8.69
Expectation value of S²: 6.0083

Last column: Mulliken spin population.
Cartesian coordinates (Å):
Cr 0.106 -1.661 0.139  3.864
P 2.154 -4.525 -1.386  0.002
F 3.071 -5.820 -1.857  0.000
F 3.226 -3.468 -2.036  -0.001
F 1.338 -4.623 -2.826  0.000
F 1.218 -3.289 -0.986  -0.006
F 0.945 -5.480 -0.846  0.000
F 2.843 -4.434 0.091  -0.001
Br -1.761 -0.601 1.548  0.050
C 0.119 -4.511 1.856  -0.001
O 0.410 -3.159 1.696  0.005
C 1.514 -2.806 2.650  -0.004
C 1.851 -1.274 2.395  0.009
N 2.104 -1.026 0.956  -0.075
C 3.506 -1.408 0.621  0.066
C 4.445 -0.260 1.106  0.000
O 3.904 0.989 0.778  -0.001
C 4.762 2.089 0.960  -0.001
H -0.507 -4.908 1.057  -0.002
H -0.457 -4.720 2.758  0.002
H 1.047 -5.078 1.783  0.001
H 2.382 -3.395 2.354  -0.007
H 1.304 -3.005 3.701  -0.001
H 2.595 -0.968 3.130  0.020
H 0.933 -0.778 2.713  -0.014
H 2.273 -0.035 0.861  0.010
H 3.602 -1.412 -0.465  -0.004
H 3.832 -2.411 0.897  0.001
H 5.347 -0.380 0.507  0.000
H 4.868 -0.362 2.105  0.001
H 5.561 2.151 0.221  0.000
H 5.136 2.013 1.981  0.000
H 4.191 3.016 0.907  0.000
C -1.434 1.715 -6.766  0.000
O -1.891 1.874 -5.446  0.000
C -1.967 0.632 -4.833  0.000
C -2.753 0.689 -3.489  -0.001
N -2.013 1.444 -2.442  -0.011
C -2.784 1.695 -1.220  0.001
C -4.009 2.660 -1.518  -0.001
O -3.470 3.892 -1.914  0.000
C -4.346 4.990 -1.799  0.000
H -1.121 2.665 -7.199  0.000
H -2.175 1.228 -7.400  0.000
H -0.494 1.164 -6.756  0.000
H -0.954 0.281 -4.632  -0.001
H -2.411 -0.123 -5.482  0.000
H -2.899 -0.321 -3.106  0.000
H -3.780 0.978 -3.711  0.000
H -2.079 2.358 -2.867  0.001
H -2.094 2.154 -0.511  -0.002
H -3.158 0.740 -0.851  -0.001
H -4.579 2.814 -0.602  0.000
H -4.641 2.249 -2.305  0.000
H -5.196 4.852 -2.467  0.000
H -3.798 5.912 -1.995  0.000
H -4.666 5.091 -0.762  0.000
C 1.056 2.355 0.426  0.007
O 1.109 1.135 -0.320  0.069
C 1.168 1.314 -1.752  0.012
C 0.996 -0.087 -2.422  0.036
N -0.173 -0.758 -1.823  -0.084
C -0.584 -1.868 -2.729  -0.003
C -1.720 -2.661 -2.114  0.028
O -1.388 -3.110 -0.795  0.014
C -2.458 -3.901 -0.272  0.006
H 0.992 2.198 1.503  -0.002
H 0.209 2.959 0.103  0.000
H 2.000 2.898 0.390  0.002
H 2.169 1.697 -1.954  0.000
H 0.460 2.053 -2.126  -0.002
H 1.822 -0.790 -2.314  -0.035
H 0.806 0.002 -3.492  0.008
H -0.925 -0.096 -1.950  0.039
H 0.180 -2.599 -2.995  -0.005
H -0.909 -1.511 -3.706  0.009
H -2.064 -3.440 -2.795  0.000
H -2.583 -2.006 -2.004  0.000
H -3.439 -3.513 -0.543  0.001
H -2.470 -3.924 0.818  0.000
H -2.457 -4.916 -0.670  0.002
C -1.535 2.822 5.946  0.000
C -1.105 1.919 4.761  -0.003
C 0.335 1.485 4.742  -0.004
O 1.292 2.572 4.753  0.000
C 2.652 2.142 4.775  0.000
N -1.959 0.738 4.736  0.000
H -1.788 2.310 6.875  0.000
H -2.457 3.357 5.719  0.000
H -0.736 3.539 6.135  0.000
H -1.373 2.382 3.812  0.000
H 0.529 1.037 3.767  0.004
H 0.602 0.691 5.438  0.000
H 2.909 1.630 3.848  0.000
H 2.843 1.578 5.689  0.000
H 3.395 2.940 4.795  0.000
H -2.863 1.139 4.529  0.001
H -1.693 0.200 3.924  0.002